Molecular formula: C4H7NS
Method: DFT, ωB97M-V/def2-TZVPD

Summary:
energy relative to the best compared isomer or geometry (same formula, charge and spin): 1.510 eV
E_LUMO: 0.792 eV
maximum force: 5.9 eV Å⁻¹
E_tot: -609.50300 Ha

Each atom is followed by the atoms it is bonded to, with distances in Å.
Positions of all 13 atoms, in Å:
1 C 1.3440 -0.1651 0.1383  C2 1.578, H7 1.066, H8 1.018, H9 1.092
2 C -0.1733 -0.4601 -0.1804  C1 1.578, C3 1.507, N6 1.406, H10 0.996
3 C -1.0389 0.4390 0.6642  C2 1.507, S4 1.895, H11 1.049, H12 1.149
4 S -2.4443 1.0732 -0.4374  C3 1.895, C5 1.860
5 C -1.6649 0.0630 -1.7908  S4 1.860, N6 1.254, H13 1.015
6 N -0.5015 -0.3342 -1.5422  C2 1.406, C5 1.254
7 H 1.5420 0.8798 0.2036  C1 1.066
8 H 1.9127 -0.4641 -0.6518  C1 1.018
9 H 1.5808 -0.6962 1.0621  C1 1.092
10 H -0.3056 -1.4093 0.0890  C2 0.996
11 H -1.3725 -0.2270 1.4025  C3 1.049
12 H -0.4858 1.2938 1.1964  C3 1.149
13 H -2.1636 -0.0329 -2.6692  C5 1.015